The following is a quantum chemistry calculation of an isolated molecule of C3H5N3OS, from the Open Molecules 2025 dataset.

As for the total energy: -20544.2158 eV. For the energy above the lowest of the compared OMol25 structures with the same formula, charge and spin, the calculation gives 139.27 kJ/mol. For the frontier orbital gap, the calculation gives 0.3669 Eh. As for the SMILES: CSn1cnc(=O)[nH]1. Its charge is 0. The LUMO energy is 0.486 eV.

The geometry in XYZ format:
```
13
Properties=species:S:1:pos:R:3:lowdin_charge:R:1
C 0.202 -1.427 1.564 -0.391
C -0.145 -0.277 -1.494 -0.210
C -0.835 1.672 -0.920 -0.541
H -0.510 -2.055 1.038 0.032
H -0.303 -0.543 1.971 0.039
H 0.654 -1.965 2.416 0.042
H -0.057 -1.282 -1.942 0.136
H 0.926 2.067 0.127 0.162
N 0.782 0.139 -0.571 -0.459
N -1.089 0.562 -1.749 0.156
N 0.230 1.327 -0.053 0.074
O -1.423 2.720 -0.880 0.077
S 1.568 -0.938 0.495 0.883
```